# 1
Density functional theory data (the ωB97M-V functional and the def2-TZVPD basis) for one molecule with the formula C4H3NO3 at a distorted geometry.

* SMILES: O=c1ocncc1O

Last column: Löwdin charge in e.
CARTESIAN COORDINATES (ANGSTROEM)
1 O -2.1134 -0.0824 0.8453  0.112
2 C -1.0679 -0.0592 0.2103  -0.401
3 O -1.0429 0.1492 -1.1180  0.130
4 C 0.0918 0.4478 -1.7520  -0.149
5 N 1.2710 0.1538 -1.2596  0.088
6 C 1.3309 -0.2286 0.0626  -0.028
7 C 0.2076 -0.1805 0.8757  -0.230
8 O 0.0442 -0.2075 2.1905  0.109
9 H -0.1260 0.8027 -2.7725  0.147
10 H 2.3142 -0.5169 0.3967  0.117
11 H -0.9096 -0.2784 2.3208  0.105

Cartesian forces (eV/Å) of the 6 atoms listed first:
O 0.6 -0.3 -0.9
C -0.9 0.6 0.9
O -1.2 0.6 -0.1
C 2.3 -1.5 0.1
N -2.1 1.1 -1.2
C -1.1 0.0 1.2

---

# 2
Density functional theory data (the ωB97M-V functional and the def2-TZVPD basis) for one molecule with the formula C3H5N3.

Last column: Löwdin charge in e.
CARTESIAN COORDINATES (ANGSTROEM)
1 N 1.4989 -0.7387 0.3738  0.155
2 C 0.2380 -0.1287 -0.0402  -0.409
3 C -0.7975 0.4791 0.6285  -0.098
4 N -1.6285 0.8044 -0.3883  -0.076
5 N -1.1652 0.4348 -1.6226  -0.046
6 C 0.0267 -0.1648 -1.4382  -0.199
7 H 1.4095 -1.5773 0.9549  0.154
8 H 2.1736 -0.1003 0.8050  0.154
9 H -1.0249 0.7058 1.6626  0.101
10 H -2.5184 1.2752 -0.3089  0.133
11 H 1.7878 -0.9897 -0.6265  0.131

Cartesian forces (eV/Å) of the 6 atoms listed first:
N 0.2 -0.1 -0.4
C -0.1 0.1 0.0
C 0.0 0.0 -0.3
N -0.1 0.1 0.1
N 0.2 -0.1 0.2
C -0.4 0.2 0.2

---

# 3
Density functional theory data (the ωB97M-V functional and the def2-TZVPD basis) for C29H50BiN6O4Se as an isolated structure at a distorted geometry.

* total charge: +1

Last column: Löwdin charge in e.
CARTESIAN COORDINATES (ANGSTROEM)
1 Bi 0.0077 0.2662 -1.2899  1.597
2 C 1.1823 -2.3717 3.4646  -0.034
3 C 1.2230 -2.8179 1.9983  -0.330
4 C -0.0581 -3.5942 1.6148  -0.078
5 C -1.4317 -2.8767 1.5732  -0.470
6 C -2.1372 -3.1528 0.2441  -0.004
7 C -2.2873 -3.3703 2.7384  -0.010
8 N -1.2433 -1.3811 1.6968  0.099
9 C -2.4927 -0.5928 1.5011  -0.102
10 C -2.4127 0.8995 1.8514  -0.135
11 N -1.7569 1.7361 0.8539  -0.165
12 C -2.6631 2.0622 -0.2508  -0.117
13 C -3.1664 0.7956 -0.9677  -0.685
14 O -4.3164 0.4392 -0.8136  0.069
15 O -2.2855 0.1423 -1.6363  -0.347
16 C -1.1448 2.9552 1.4334  -0.355
17 C -2.0609 4.1798 1.4620  -0.036
18 C 0.1718 3.2774 0.7094  -0.107
19 C 1.4274 2.6339 1.3315  -0.566
20 C 1.7524 3.3334 2.6654  -0.018
21 C 2.5996 2.8300 0.3650  -0.015
22 N 1.1522 1.1998 1.4743  -0.031
23 C 2.1270 0.3904 2.1914  -0.180
24 C 2.5671 -0.8251 1.3742  -0.169
25 N 1.5335 -1.7913 0.9680  -0.138
26 C 2.1053 -2.5042 -0.1920  -0.101
27 C 2.1841 -1.7850 -1.5728  -0.712
28 O 2.1999 -2.5248 -2.5425  0.023
29 O 2.1913 -0.5107 -1.6109  -0.254
30 H 0.9312 -3.2411 4.0694  0.095
31 H 0.4643 -1.5897 3.7038  0.062
32 H 2.1608 -2.0306 3.7904  0.086
33 H 2.0300 -3.5739 1.9737  0.153
34 H -0.1350 -4.4278 2.3135  0.127
35 H 0.1103 -4.0456 0.6389  0.091
36 H -2.0671 -4.2112 0.0082  0.102
37 H -1.7000 -2.5726 -0.5688  0.071
38 H -3.1955 -2.9091 0.2885  0.104
39 H -2.3682 -4.4523 2.6890  0.105
40 H -3.2998 -2.9802 2.7075  0.085
41 H -1.8346 -3.1134 3.6923  0.095
42 H -0.8898 -1.1910 2.6411  0.137
43 H -0.4629 -1.1110 1.0540  0.086
44 H -3.2506 -1.0229 2.1568  0.134
45 H -2.8251 -0.7101 0.4772  0.087
46 H -1.8983 1.0027 2.8134  0.127
47 H -3.4550 1.2206 2.0087  0.146
48 H -2.1179 2.6741 -0.9699  0.125
49 H -3.5555 2.5973 0.0941  0.129
50 H -0.9158 2.7312 2.4797  0.120
51 H -2.2756 4.5399 0.4619  0.084
52 H -1.5636 4.9720 2.0136  0.090
53 H -2.9986 3.9556 1.9654  0.087
54 H 0.3151 4.3573 0.6967  0.130
55 H 0.0852 2.9415 -0.3196  0.059
56 H 1.9191 4.3928 2.4895  0.093
57 H 2.6562 2.9265 3.1132  0.078
58 H 0.9407 3.2299 3.3835  0.081
59 H 2.6660 3.8762 0.0763  0.096
60 H 2.4627 2.2206 -0.5253  0.071
61 H 3.5451 2.5548 0.8265  0.087
62 H 0.2390 1.0985 1.8942  0.066
63 H 1.7587 0.1087 3.1815  0.103
64 H 3.0410 0.9639 2.3495  0.115
65 H 3.3818 -1.3356 1.9085  0.135
66 H 2.9734 -0.4247 0.4460  0.109
67 H 1.5464 -3.4192 -0.3892  0.098
68 H 3.1388 -2.8214 0.0221  0.144
69 C 0.3082 -2.8701 -6.1199  -0.014
70 N 0.1361 -3.5198 -4.8516  -0.056
71 C -0.1033 -2.9040 -3.6839  -0.609
72 Se -0.5456 -1.0859 -3.5441  0.836
73 N -0.1985 -3.8425 -2.7178  0.136
74 C 0.0128 -5.0904 -3.2599  -0.162
75 C 0.0228 -6.3605 -2.7081  -0.004
76 C 0.2095 -7.4182 -3.5797  -0.073
77 C 0.3812 -7.2147 -4.9481  -0.070
78 C 0.3858 -5.9487 -5.5048  0.011
79 C 0.2038 -4.8814 -4.6371  -0.140
80 H 0.5416 -1.8203 -5.9498  0.063
81 H -0.6054 -2.9357 -6.7102  0.110
82 H 1.1241 -3.3404 -6.6628  0.104
83 H -0.2980 -3.6330 -1.7400  0.112
84 H -0.1115 -6.5248 -1.6509  0.109
85 H 0.2144 -8.4258 -3.1955  0.109
86 H 0.5155 -8.0699 -5.5910  0.110
87 H 0.5148 -5.8017 -6.5659  0.117
88 C 0.2799 1.8868 -2.8338  -0.306
89 H -0.5697 1.8546 -3.5075  -0.004
90 H 1.1830 1.6524 -3.3821  0.007
91 H 0.3655 2.8769 -2.4084  -0.008

Cartesian forces (eV/Å) of the 6 atoms listed first:
Bi 0.0 0.0 0.1
C 0.2 0.0 -0.3
C -0.1 -0.3 0.0
C 0.4 0.1 -0.1
C -0.1 -0.6 0.0
C -0.1 0.1 0.2

---

# 4
Density functional theory data (the ωB97M-V functional and the def2-TZVPD basis) for one molecule with the formula C4H7BrOS at a distorted geometry.

Last column: Löwdin charge in e.
CARTESIAN COORDINATES (ANGSTROEM)
1 C 0.1332 0.8606 0.8487  -0.360
2 C -0.2333 -0.5724 1.2633  -0.335
3 C -0.4761 -0.1205 -1.4115  -0.306
4 C 0.5276 0.9437 -0.5866  -0.706
5 O -0.3148 -2.5538 -0.3549  -0.556
6 S -1.1380 -1.3970 -0.1526  0.875
7 Br 2.2925 0.2185 -0.7761  0.752
8 H -0.7115 1.5201 1.2935  0.136
9 H 0.9559 1.0769 1.6391  0.128
10 H 0.7008 -1.0414 1.1526  0.028
11 H -0.7572 -0.6259 2.2807  0.122
12 H -1.4681 0.3314 -1.7829  0.085
13 H 0.0459 -0.5072 -2.3086  0.069
14 H 0.4430 1.8668 -1.1048  0.069

Cartesian forces (eV/Å) of the 6 atoms listed first:
C -0.9 1.3 4.5
C -1.7 1.4 -0.4
C -0.9 1.8 1.0
C -2.3 -2.7 -1.3
O 1.1 -3.2 -0.5
S 0.4 2.8 -0.1

---

# 5
Density functional theory data (the ωB97M-V functional and the def2-TZVPD basis) for a 18-piece molecular cluster, CH35O20 overall at a distorted geometry.

* total charge: -1

Last column: Löwdin charge in e.
CARTESIAN COORDINATES (ANGSTROEM)
1 C -0.2780 -0.0606 0.0704  -0.685
2 O -0.7490 0.9384 0.6514  -0.049
3 O 0.1320 0.1544 -1.2076  0.078
4 O -0.2220 -1.1906 0.5964  -0.007
5 H 0.0800 1.0654 -1.5306  0.100
6 O 0.6940 2.3744 2.4554  -0.041
7 H 0.1480 1.8194 1.8824  -0.020
8 H 0.5400 3.2174 2.0494  0.020
9 O -1.4650 -3.3326 2.6534  -0.060
10 H -1.4710 -3.3366 1.7044  -0.038
11 H -2.2800 -2.8416 2.8224  0.035
12 O 2.5610 -0.0176 1.5014  -0.012
13 H 2.2750 -0.8786 1.3604  -0.040
14 H 2.0230 0.2584 2.2504  0.038
15 O 1.9270 -2.6906 0.9934  -0.050
16 H 1.7010 -3.1546 1.8334  0.080
17 H 1.0770 -2.3056 0.8834  -0.044
18 O -2.0180 1.0404 3.6754  -0.042
19 H -1.3630 0.5504 3.2344  -0.068
20 H -1.8920 1.9074 3.3354  0.007
21 O 2.7550 1.4404 -3.0786  -0.044
22 H 2.8220 1.2974 -2.1246  0.009
23 H 3.0630 2.3354 -3.2066  0.055
24 O 2.3160 -1.2716 -1.6446  -0.023
25 H 1.6180 -0.7096 -1.3716  -0.053
26 H 3.1280 -0.8686 -1.2916  0.054
27 O 0.2000 2.1494 -3.4776  -0.077
28 H -0.2200 1.3624 -3.8706  -0.009
29 H 1.1170 1.8764 -3.4316  -0.032
30 O -1.2220 3.2394 -0.7146  -0.068
31 H -0.3360 3.4934 -0.9556  -0.043
32 H -1.1000 2.4614 -0.1536  -0.023
33 O -0.3640 -4.5346 0.3314  -0.035
34 H -0.4830 -3.7786 -0.2226  -0.029
35 H -1.1130 -5.1026 0.2144  0.038
36 O -3.0120 -2.2956 0.3904  -0.025
37 H -3.7100 -2.6926 0.8754  0.037
38 H -3.1970 -1.3626 0.4604  0.000
39 O -0.8120 -2.6656 -1.7286  -0.040
40 H -1.4930 -2.3806 -1.0746  0.027
41 H -0.0890 -2.0836 -1.5376  0.000
42 O -0.7370 -0.3176 -4.0466  -0.035
43 H -1.5300 -0.0776 -4.5746  0.081
44 H -1.0510 -0.6186 -3.2076  0.010
45 O -3.4150 0.4864 0.7764  -0.010
46 H -2.5210 0.8044 0.6854  -0.002
47 H -3.5990 0.6934 -0.1056  0.024
48 O 0.0480 -0.4246 3.0394  -0.051
49 H -0.1520 -0.6856 2.1224  -0.008
50 H 0.0960 -1.2436 3.5324  0.063
51 O 2.3530 1.9264 -0.3206  -0.054
52 H 2.2500 1.1904 0.2714  -0.005
53 H 3.0590 2.4344 0.1194  0.100
54 O 1.2810 4.2484 -0.9416  -0.060
55 H 1.7290 3.4124 -0.7236  -0.013
56 H 0.8990 4.7474 -0.2276  0.040

Cartesian forces (eV/Å) of the 6 atoms listed first:
C -0.7 0.7 0.5
O -0.2 0.7 0.3
O 0.2 -1.6 0.0
O 0.2 0.3 -1.6
H -0.3 0.6 0.1
O 0.2 -0.1 0.3

---

# 6
Density functional theory data (the ωB97M-V functional and the def2-TZVPD basis) for one molecule with the formula C6H11N at a distorted geometry.

* SMILES: CCC[C@@H](C)C#N

Last column: Löwdin charge in e.
CARTESIAN COORDINATES (ANGSTROEM)
1 C 0.6414 -2.5447 0.1645  -0.118
2 C -0.0008 -1.2579 0.6745  -0.264
3 C -0.3015 -0.2187 -0.4236  -0.183
4 C 0.1534 1.2093 -0.0603  -0.373
5 C -0.4050 2.2762 -1.0082  -0.069
6 C -0.2110 1.5324 1.3304  -0.217
7 N -0.4925 1.7660 2.4282  0.158
8 H 0.8704 -3.2150 0.9998  0.071
9 H -0.0130 -3.0837 -0.5292  0.073
10 H 1.5813 -2.3299 -0.3578  0.073
11 H -0.9269 -1.4938 1.2107  0.112
12 H 0.6627 -0.8141 1.4264  0.101
13 H 0.2065 -0.4880 -1.3593  0.116
14 H -1.3744 -0.1982 -0.6522  0.120
15 H 1.2509 1.2343 -0.0999  0.148
16 H -0.1425 2.0366 -2.0435  0.082
17 H -1.4961 2.3238 -0.9314  0.087
18 H -0.0030 3.2653 -0.7692  0.084

Cartesian forces (eV/Å) of the 6 atoms listed first:
C 0.0 -0.1 0.0
C 0.0 0.0 0.1
C 0.0 0.0 0.0
C 0.0 0.0 0.0
C 0.0 0.1 -0.1
C -0.2 0.2 0.9

---

# 7
Density functional theory data (the ωB97M-V functional and the def2-TZVPD basis) for a 2-piece molecular cluster, C4H14N3 overall at a distorted geometry.

* total charge: +1

Last column: Löwdin charge in e.
CARTESIAN COORDINATES (ANGSTROEM)
1 C -0.5053 -1.0306 1.4922  -0.169
2 C -0.3118 -3.2242 2.1469  -0.050
3 N -0.0475 -2.0289 2.4513  -0.062
4 H -0.9506 -0.2063 2.0411  0.086
5 H -1.1223 -1.4813 0.7033  0.051
6 H 0.3899 -0.6235 0.9830  0.072
7 H 0.0100 -4.0402 2.7841  0.078
8 H -0.8425 -3.4945 1.2293  0.072
9 C 0.9042 1.7267 -1.6484  -0.280
10 N 1.2369 3.0040 -1.0257  0.016
11 C -0.4724 1.3236 -1.1621  -0.146
12 N -0.7393 -0.1114 -1.5509  0.182
13 H 1.6105 0.9044 -1.4464  0.120
14 H 0.8955 1.8917 -2.7287  0.127
15 H 1.3546 2.8418 -0.0260  0.083
16 H 2.1244 3.3635 -1.3671  0.090
17 H -1.2856 1.9377 -1.5487  0.142
18 H -0.5948 1.3783 -0.0798  0.119
19 H -1.7060 -0.3756 -1.3626  0.169
20 H -0.4849 -0.3055 -2.5199  0.175
21 H -0.1525 -0.7431 -0.9982  0.124

Cartesian forces (eV/Å) of the 6 atoms listed first:
C 1.2 -0.2 0.1
C 0.2 0.0 0.1
N -0.2 -0.1 -0.5
H -0.4 0.0 -0.2
H -0.5 0.1 0.2
H -0.1 0.0 0.3

---

# 8
Density functional theory data (the ωB97M-V functional and the def2-TZVPD basis) for C20H14N4O7PtS4 as an isolated structure.

* total charge: -2

Last column: Löwdin charge in e.
CARTESIAN COORDINATES (ANGSTROEM)
1 Pt -1.2345 1.7095 0.2888  0.954
2 O 3.2076 0.3084 -0.0848  0.065
3 C 3.6342 1.5634 -0.0711  -0.256
4 C 5.0314 1.7138 -0.1500  -0.017
5 C 5.6189 2.9558 -0.1496  -0.106
6 C 4.8364 4.1098 -0.0712  -0.118
7 C 3.4673 3.9772 0.0028  -0.050
8 C 2.8400 2.7251 0.0034  -0.074
9 C 1.3651 2.6584 0.0843  -0.402
10 O 0.8296 1.5053 0.2368  -0.187
11 N 0.7042 3.8227 0.0060  0.067
12 N -0.6163 3.5797 0.1122  -0.214
13 C -1.5521 4.4631 0.0530  -0.078
14 C -2.9139 3.9355 0.2088  -0.240
15 C -4.0497 4.7221 0.1658  -0.036
16 C -5.2886 4.1298 0.3850  -0.075
17 C -5.3623 2.7760 0.6390  -0.043
18 C -4.1946 2.0199 0.6372  -0.120
19 N -3.0147 2.5912 0.4255  -0.084
20 H 2.2366 0.2028 0.0102  0.037
21 H 5.6191 0.8070 -0.2050  0.115
22 H 6.6986 3.0337 -0.2095  0.093
23 H 5.2944 5.0905 -0.0660  0.085
24 H 2.8299 4.8482 0.0617  0.096
25 H -1.3450 5.5164 -0.0982  0.117
26 H -3.9596 5.7790 -0.0454  0.105
27 H -6.1880 4.7320 0.3455  0.100
28 H -6.3075 2.2798 0.8051  0.106
29 H -4.1680 0.9476 0.7748  0.063
30 O 2.8699 -5.2870 2.4587  -0.357
31 S 1.5073 -4.8443 2.2407  0.582
32 O 0.6128 -5.0608 3.3580  -0.350
33 N 1.4338 -3.3480 1.6712  -0.137
34 C 0.9810 -3.2940 0.4127  -0.845
35 S 0.8394 -1.9650 -0.5609  0.674
36 C 0.5659 -4.6495 -0.1076  -0.233
37 C -0.0428 -4.9597 -1.3140  -0.032
38 C -0.3178 -6.2928 -1.5864  -0.092
39 C 0.0076 -7.2976 -0.6740  -0.111
40 C 0.5951 -6.9802 0.5439  -0.064
41 C 0.8508 -5.6464 0.7993  -0.233
42 H -0.3026 -4.1591 -1.9957  0.097
43 H -0.7985 -6.5581 -2.5208  0.091
44 H -0.2143 -8.3317 -0.9127  0.085
45 H 0.8392 -7.7446 1.2711  0.107
46 O -1.8110 0.3697 -2.3962  -0.463
47 S -2.7612 -0.4196 -1.6194  0.066
48 O -2.8778 -1.8056 -2.0350  -0.428
49 O -4.0609 0.2552 -1.4654  -0.469
50 S -1.9343 -0.4844 0.3370  0.206

Cartesian forces (eV/Å) of the 6 atoms listed first:
Pt 0.4 0.0 0.2
O 0.0 0.0 0.0
C 0.1 0.1 0.0
C 0.0 0.0 0.0
C 0.0 0.0 0.0
C 0.0 0.0 0.0

---

HOMO level (computed, eV): -9.16; -7.17; -10.46; -8.99; -7.60; -11.33; -13.28; -1.53
Relative energy (zero: lowest compared OMol25 entry of this formula, charge and spin) (computed, kcal per mole): 29.52; 94.79; 26.73; 22.68; 0.11; 4.31; 57.43; 10.11